Record 1
{"formula": "C7H8", "method": "ωB97M-V with the def2-TZVPD basis set", "symbols": ["C", "C", "C", "C", "C", "C", "C", "H", "H", "H", "H", "H", "H", "H", "H"], "positions_angstrom": [[-1.6138, 0.2922, 1.5089], [-2.7797, 0.3132, 1.8923], [0.9520, -0.7704, -1.0923], [1.6221, 0.4214, -0.4770], [-0.4462, -0.6116, -0.5770], [0.7745, 0.8097, 0.6708], [-0.3624, 0.1513, 0.7344], [-3.8441, 0.3177, 2.1523], [0.9040, -0.5364, -2.1749], [1.3868, -1.7861, -1.1209], [2.7468, 0.3281, -0.2539], [1.6866, 1.2455, -1.2573], [-1.1441, -0.0079, -1.1287], [-1.0654, -1.5172, -0.4543], [1.1828, 1.3505, 1.5776]], "forces_ev_per_a": [[-0.9, -0.2, 0.0], [1.4, -0.1, -0.7], [-0.5, 0.1, -2.8], [3.3, 1.4, -0.6], [-2.6, -1.7, 1.3], [1.7, 0.9, 3.6], [-1.8, -0.1, -0.5], [1.2, 0.1, -0.1], [0.1, -0.4, 0.3], [-0.1, 0.6, 1.1], [-1.6, -0.2, 0.1], [-0.4, -0.6, 0.9], [0.1, 0.5, -1.2], [0.6, -0.1, 0.0], [-0.6, -0.1, -1.5]], "gap_ha": 0.3611, "smiles": "C#CC1=CCCC1", "total_energy_ha": -271.4084, "relative_energy_kj_mol": 323.2}



Record 2
{"formula": "C3H4NOP", "method": "ωB97M-V with the def2-TZVPD basis set", "symbols": ["C", "C", "C", "N", "O", "P", "H", "H", "H", "H"], "positions_angstrom": [[-1.3764, 1.8398, -0.1107], [0.0685, -0.6755, -0.8315], [0.6232, -1.2975, 0.3806], [-2.3549, 2.1279, 0.3609], [-0.3894, -1.0737, -1.8293], [0.2587, 1.6280, -0.7394], [0.4012, -2.5012, 0.4101], [0.2721, -0.6930, 1.3434], [1.6526, -1.2641, 0.3047], [0.8445, 1.9094, 0.7112]], "forces_ev_per_a": [[3.0, -0.7, -1.2], [0.2, 2.6, 0.2], [-3.1, -2.3, 2.2], [-3.5, 0.8, 1.5], [-0.1, -0.3, -0.1], [1.1, -1.3, 1.7], [0.1, 3.0, 0.1], [0.7, -1.6, -2.1], [2.3, 0.5, 0.0], [-0.8, -0.7, -2.2]], "gap_ha": 0.3434, "total_energy_ha": -587.9736, "relative_energy_kj_mol": 138.6}



Record 3
{"formula": "C7H9N2O2", "method": "ωB97M-V with the def2-TZVPD basis set", "symbols": ["C", "C", "C", "C", "C", "C", "C", "N", "N", "O", "O", "H", "H", "H", "H", "H", "H", "H", "H", "H"], "positions_angstrom": [[0.7263, -2.2686, 0.8108], [-1.3586, -1.5285, -0.3276], [1.9948, -0.9853, -0.4524], [-1.1597, -0.7035, -1.5275], [-0.2309, 0.4553, -1.1637], [0.5737, -0.0112, 0.0368], [1.0098, 1.0611, 1.0051], [1.8150, -2.1911, 0.2181], [-0.1877, -1.1076, 0.6772], [-2.0962, -2.3662, 0.0119], [2.8259, -0.6216, -1.1896], [0.4040, -3.1344, 1.3639], [-0.7315, -1.3420, -2.3080], [-2.1321, -0.3734, -1.9020], [0.4245, 0.7327, -1.9882], [-0.8118, 1.3409, -0.8924], [0.1497, 1.5156, 1.4972], [1.5344, 1.8422, 0.4619], [1.6867, 0.6689, 1.7635], [-0.5998, -0.8833, 1.5893]], "forces_ev_per_a": [[0.3, -0.1, -0.1], [-0.2, -0.2, 0.3], [-2.9, 2.6, 0.5], [0.0, 0.6, -0.8], [-0.2, 0.0, 0.1], [2.3, -1.1, -0.8], [0.0, -0.2, 0.1], [0.9, -1.3, 0.2], [-0.1, 0.1, 0.3], [-0.1, -0.1, 0.1], [0.3, -0.2, -0.1], [-0.3, -0.1, 0.2], [0.0, -0.1, 0.1], [0.1, -0.1, 0.0], [0.0, 0.0, 0.1], [0.0, -0.1, 0.0], [-0.1, 0.1, 0.0], [0.1, 0.0, -0.1], [0.0, 0.0, 0.1], [0.0, 0.0, -0.1]], "gap_ha": 0.3475, "charge": 1, "smiles": "C[C@]12CCC(=O)[N@H+]1C=NC2=O", "total_energy_ha": -531.8407, "relative_energy_kj_mol": 183.5}



Record 4
{"formula": "C12H18O12", "method": "ωB97M-V with the def2-TZVPD basis set", "symbols": ["C", "C", "O", "C", "O", "O", "H", "H", "H", "H", "C", "C", "O", "C", "O", "O", "H", "H", "H", "H", "C", "C", "O", "C", "O", "O", "H", "H", "H", "H", "C", "O", "C", "O", "O", "C", "H", "H", "H", "H", "H", "H"], "positions_angstrom": [[1.1563, 2.7312, -3.1485], [1.3082, 1.4986, -2.2310], [0.5238, 0.5247, -2.8804], [0.0318, 0.9227, -4.0233], [-0.4589, 0.2384, -5.0120], [0.2011, 2.2645, -4.0678], [2.0570, 3.0944, -3.6434], [0.7769, 3.5815, -2.5818], [0.8587, 1.7202, -1.2630], [2.3014, 1.0977, -2.0286], [-2.1046, -1.3309, 2.7632], [-1.9623, -2.6290, 2.0156], [-0.5917, -2.9655, 2.2713], [0.0765, -1.8541, 2.6419], [1.3008, -1.7212, 2.7071], [-0.8051, -0.8084, 2.7411], [-2.5682, -1.3031, 3.7493], [-2.7644, -0.6785, 2.1911], [-2.2239, -2.6324, 0.9575], [-2.6315, -3.3245, 2.5221], [-0.0617, -0.8767, 0.1682], [0.7606, -1.0049, -1.1474], [-0.0035, -2.0960, -1.7608], [-0.8333, -2.6514, -0.9542], [-1.5195, -3.5481, -1.2824], [-0.8003, -1.9792, 0.2237], [-0.5899, 0.0661, 0.3104], [0.6028, -0.9382, 1.0300], [1.7958, -1.2990, -0.9743], [0.6544, -0.0770, -1.7093], [2.3257, 0.3800, 2.1234], [1.6066, 0.8312, 0.9540], [0.3301, 1.1821, 1.1710], [-0.3022, 1.0945, 2.1732], [-0.0192, 1.6915, -0.0229], [-1.2459, 2.3124, -0.2687], [2.6388, 1.3244, 2.5687], [3.3264, -0.0371, 2.0105], [1.7215, -0.1379, 2.8681], [-1.8154, 2.6049, 0.6134], [-1.8804, 1.5981, -0.7934], [-1.1737, 3.1338, -0.9815]], "forces_ev_per_a": [[0.5, -0.4, 0.9], [1.2, 2.3, -0.1], [-0.6, 0.1, -3.8], [-1.9, -1.2, -6.1], [2.3, 3.4, 5.8], [-0.9, 0.5, -1.7], [0.0, -0.4, -0.3], [-0.3, 0.0, -0.1], [0.9, -0.3, -1.2], [0.1, 0.1, -0.6], [-1.4, 1.0, -1.3], [-2.1, -1.7, 2.2], [0.6, -0.1, 1.0], [0.7, -0.1, -0.2], [-3.7, -2.9, 0.9], [0.8, -3.1, 2.1], [0.6, -0.7, 0.3], [0.2, 0.4, -0.2], [-0.3, -0.1, 1.2], [0.4, -0.6, 0.1], [3.5, 0.7, 0.0], [-1.4, -0.8, 2.6], [2.9, 2.0, -2.2], [0.1, 1.0, 0.2], [-1.4, -1.5, 0.8], [-1.7, -1.9, -2.4], [-1.3, -2.2, -1.2], [-0.1, 0.0, -1.2], [-0.1, -0.3, -0.1], [0.1, -3.6, 2.6], [0.9, 3.2, 1.8], [0.7, -0.3, 0.2], [1.8, 1.8, 1.1], [0.6, 3.2, -0.9], [-0.7, 2.2, 1.1], [-1.9, -0.4, -0.3], [-0.1, 0.4, 0.4], [-0.6, -0.8, -1.3], [0.6, 0.8, -0.8], [0.5, 0.1, 0.2], [-0.2, -0.3, 0.0], [0.6, 0.2, 0.3]], "gap_ha": 0.3782, "smiles": "COC(=O)OC.O=C1OCCO1.O=C1OCCO1.O=C1OCCO1", "total_energy_ha": -1370.6421, "relative_energy_kj_mol": 881.4}



Record 5
{"formula": "C3H9NO2", "method": "ωB97M-V with the def2-TZVPD basis set", "symbols": ["C", "O", "C", "C", "O", "N", "H", "H", "H", "H", "H", "H", "H", "H", "H"], "positions_angstrom": [[-0.4805, 0.2843, 1.0777], [0.2998, 0.0817, 2.3770], [0.3963, -0.0351, -0.1800], [-0.5490, -0.1745, -1.4801], [-1.0251, 1.1873, -1.9057], [1.2368, -1.3291, 0.0627], [-0.6532, 1.3801, 1.1002], [-1.3003, -0.4706, 1.2181], [1.0654, 0.6789, 2.4176], [1.1900, 0.6105, -0.3586], [0.2471, -0.4681, -2.2451], [-1.3035, -1.0315, -1.4918], [-0.6874, 1.1064, -2.8268], [0.6710, -2.0597, 0.5065], [1.7154, -1.0426, 0.9652]], "forces_ev_per_a": [[2.5, 0.2, 1.4], [-0.5, 0.0, -1.4], [-2.7, -3.9, 0.7], [2.7, 0.3, -0.3], [0.9, -2.7, -0.6], [-0.6, 1.5, 1.6], [-1.1, -0.9, -0.3], [0.5, 1.3, -0.4], [-0.5, -0.1, -0.2], [0.8, 2.0, -0.4], [-1.2, 0.1, 0.7], [0.6, 1.6, 0.5], [-0.8, 1.0, 0.8], [-0.5, 0.1, -0.7], [-0.1, -0.4, -1.5]], "gap_ha": 0.3943, "smiles": "NC(CO)CO", "total_energy_ha": -324.8661, "relative_energy_kj_mol": 279.5}



Record 6
{"formula": "C6H15N5O4S2W", "method": "ωB97M-V with the def2-TZVPD basis set", "symbols": ["W", "N", "C", "C", "N", "H", "H", "H", "H", "H", "H", "H", "H", "O", "S", "O", "O", "O", "C", "C", "C", "N", "N", "C", "N", "S", "H", "H", "H", "H", "H", "H", "H"], "positions_angstrom": [[-0.0267, -1.1848, -0.1429], [0.4247, -1.8375, 1.8400], [1.7052, -1.1784, 2.3924], [2.7122, -1.2180, 1.2680], [2.0593, -0.5720, 0.0502], [-0.3553, -1.6519, 2.4899], [0.5510, -2.8619, 1.8730], [2.0234, -1.7564, 3.2622], [1.4429, -0.1682, 2.7110], [2.9547, -2.2453, 0.9893], [3.6424, -0.6939, 1.4927], [2.5908, -0.8408, -0.7890], [2.1678, 0.4448, 0.1185], [-1.2211, -2.6379, -0.9372], [0.0632, -3.0035, -1.7444], [0.0741, -3.9304, -2.7629], [0.3702, -1.4432, -2.0346], [0.9709, -2.9969, -0.5214], [-0.2251, 3.9061, -1.6624], [-0.0560, 3.1261, -0.3240], [-0.9638, 1.9844, -0.2207], [-0.6095, 0.7159, 0.0798], [-1.6859, -0.1920, 0.0741], [-2.8831, 0.3902, -0.2678], [-4.0031, -0.2391, -0.3539], [-2.6604, 2.1240, -0.5237], [0.4907, 4.7270, -1.6488], [-1.2202, 4.3435, -1.7509], [-0.0169, 3.2687, -2.5203], [-0.3214, 3.8177, 0.4951], [0.9734, 2.8071, -0.1548], [-4.0893, -1.2449, -0.1959], [-4.8790, 0.2416, -0.5804]], "forces_ev_per_a": [[-0.1, -0.1, -0.5], [-0.2, -0.1, 0.1], [0.0, 0.0, -0.1], [0.0, -0.2, -0.1], [-0.1, 0.2, -0.1], [0.0, 0.0, 0.0], [0.0, 0.0, -0.1], [0.1, 0.1, 0.0], [0.0, 0.0, 0.0], [0.1, 0.0, 0.0], [-0.1, 0.0, 0.1], [0.0, 0.0, 0.0], [0.1, 0.0, 0.0], [-0.2, 0.2, 0.3], [0.0, 0.0, 0.0], [0.0, -0.1, -0.1], [0.1, 0.3, 0.2], [0.5, -0.4, 0.3], [0.0, 0.0, 0.0], [0.0, 0.0, 0.0], [-0.2, 0.1, 0.0], [-0.1, 0.1, 0.0], [-0.1, 0.1, 0.0], [0.0, 0.0, 0.0], [0.0, 0.0, 0.0], [0.2, -0.1, 0.0], [0.0, 0.0, 0.0], [0.0, 0.0, 0.0], [0.0, 0.0, 0.0], [0.0, 0.0, 0.0], [0.0, 0.0, 0.0], [0.0, 0.0, 0.0], [0.0, 0.0, 0.0]], "gap_ha": [0.2409, 0.2409], "charge": 4, "total_energy_ha": -1674.0266, "relative_energy_kj_mol": 0.0}